(1)
{"formula": "C30H34MoNO8S", "method": "wB97M-V/def2-TZVPD", "lumo_ha": [0.0672, 0.0672], "gap_ev": [2.5, 6.2], "homo_energy_ev": [-0.6, -4.3], "charge": -1, "spin_multiplicity": 3, "largest_force_ev_per_a": 3.54, "symbols": ["C", "C", "C", "C", "H", "H", "C", "H", "H", "C", "H", "H", "C", "C", "C", "O", "O", "O", "O", "C", "H", "H", "H", "C", "H", "H", "H", "O", "H", "H", "C", "C", "H", "H", "H", "H", "H", "H", "Mo", "C", "C", "C", "H", "C", "C", "H", "H", "H", "H", "C", "C", "C", "H", "C", "C", "H", "H", "H", "H", "O", "C", "N", "S", "O", "O", "C", "C", "C", "C", "C", "C", "H", "H", "H", "H"], "coordinates": [[0.25760, -0.95818, -4.92830], [-0.10657, -1.55509, -3.54908], [0.11508, 0.56973, -4.78823], [-1.01249, 0.71962, -3.75718], [-0.13419, 1.00687, -5.76380], [1.06742, 0.98226, -4.42910], [-1.27275, -0.68722, -3.10948], [0.76487, -1.43083, -2.88776], [-0.35760, -2.62001, -3.63595], [-1.44807, -0.42684, -1.61560], [-2.18942, -1.12167, -3.53702], [-1.93828, 1.03072, -4.26943], [-0.78759, 1.64002, -2.51459], [1.57602, -1.49380, -5.44577], [-0.61760, -1.48480, -6.07842], [-0.87564, -0.89812, -7.10520], [2.41717, -2.06109, -4.77190], [1.68730, -1.35500, -6.78192], [-1.00645, -2.75463, -5.80339], [-0.59797, -3.83820, -6.65633], [-0.24394, -4.61966, -5.97823], [0.19945, -3.54227, -7.35199], [-1.47922, -4.16743, -7.21037], [2.99063, -1.66701, -7.26104], [3.73383, -1.10931, -6.67671], [2.98545, -1.35515, -8.30703], [3.18877, -2.74302, -7.15434], [-1.42085, 0.98935, -1.37895], [-0.65480, -0.88471, -0.99613], [-2.41933, -0.81100, -1.26881], [-1.44744, 2.99629, -2.74244], [0.69181, 1.84259, -2.16560], [1.18643, 2.47193, -2.91534], [1.22439, 0.88575, -2.07870], [0.76565, 2.34958, -1.19386], [-1.31502, 3.63232, -1.85969], [-2.51748, 2.87249, -2.95140], [-0.98278, 3.48859, -3.60751], [-0.07562, -0.71888, 3.09624], [-2.17720, -0.92191, 4.06206], [-2.34831, -0.55007, 2.69436], [-1.75324, -1.57627, 1.87723], [-2.93486, 0.29621, 2.35924], [-1.19728, -2.57806, 2.75591], [-1.44067, -2.15512, 4.11138], [-1.20822, -2.70649, 5.01491], [-2.61948, -0.39925, 4.90314], [-1.89267, -1.67772, 0.81121], [-0.70570, -3.49123, 2.44698], [2.46234, -0.03945, 3.13082], [2.19920, -1.06325, 4.09754], [1.70670, -2.21850, 3.40259], [2.38506, -1.03944, 5.16705], [1.71081, -1.91480, 1.98862], [2.19229, -0.56904, 1.82849], [2.44050, -0.08699, 0.88616], [2.86351, 0.94424, 3.34095], [1.51093, -3.17986, 3.87028], [1.55788, -2.64368, 1.19607], [0.22923, -0.45248, 6.36367], [0.01589, 0.65385, 5.85380], [-0.07652, 0.88861, 4.48202], [-0.15576, 2.51116, 4.02348], [1.07938, 2.87814, 3.38024], [-1.41351, 2.76160, 3.37160], [-0.19002, 3.02953, 5.71375], [-0.30425, 4.34228, 6.17909], [-0.33291, 4.55359, 7.56705], [-0.24483, 3.45820, 8.44525], [-0.12229, 2.15424, 7.95497], [-0.11704, 1.94160, 6.57071], [-0.36818, 5.17262, 5.47556], [-0.42177, 5.56553, 7.97260], [-0.26224, 3.64293, 9.51832], [-0.01755, 1.29514, 8.61324]], "forces_ev_per_a": [[-0.45, -0.51, -0.50], [0.46, 0.13, -0.30], [0.38, -0.24, 0.01], [-0.72, -0.20, 0.82], [0.16, -0.04, 0.33], [-0.31, -0.02, -0.14], [-0.17, 0.32, -0.49], [-0.24, -0.09, -0.16], [0.23, 0.38, 0.20], [0.02, 0.12, 0.60], [0.16, 0.18, 0.17], [0.35, 0.06, 0.23], [0.22, 0.18, -0.01], [1.18, -0.64, 0.88], [-1.08, 0.55, -0.70], [0.01, -0.72, 1.23], [-0.77, 0.80, -0.63], [0.55, 0.23, 0.59], [0.39, -0.22, -0.14], [-0.43, 0.22, -0.13], [-0.05, 0.03, -0.26], [-0.27, 0.04, 0.23], [0.24, -0.16, -0.07], [0.34, -0.15, -0.19], [-0.10, -0.19, -0.28], [0.14, -0.14, 0.17], [0.00, 0.34, -0.11], [-0.13, -0.18, -1.39], [-0.19, -0.04, -0.32], [0.29, 0.19, 0.05], [-0.04, -0.03, 0.19], [-0.02, 0.04, 0.18], [0.01, -0.16, 0.14], [-0.07, 0.18, -0.07], [-0.10, -0.14, -0.24], [-0.10, -0.07, -0.18], [0.21, 0.03, 0.13], [-0.07, -0.08, 0.18], [2.39, 0.91, 0.40], [-0.09, -1.19, -0.67], [0.03, -0.82, 0.34], [-0.20, -0.06, 0.07], [0.42, 0.02, -0.06], [-0.80, 0.68, 0.15], [-0.93, 0.30, 0.35], [0.10, 0.27, -0.15], [0.63, 0.08, -0.06], [0.25, 0.15, 0.08], [-0.02, 0.19, 0.08], [-0.40, -1.03, -0.46], [-0.46, -0.63, -0.75], [0.84, 0.88, -0.28], [-0.40, 0.28, -0.28], [0.22, 0.40, 0.56], [-0.26, -0.42, 0.83], [-0.40, -0.03, 0.24], [-0.37, -0.07, -0.02], [-0.11, 0.28, -0.20], [-0.21, 0.34, 0.14], [-0.16, -0.75, 0.07], [-0.06, 2.53, 1.32], [-0.04, -0.22, -1.76], [0.00, -1.93, 2.97], [0.01, 0.36, -0.75], [-0.09, 0.35, -0.82], [-0.28, 2.48, -0.96], [0.02, -0.70, -0.03], [-0.13, 0.79, -0.49], [0.20, -1.42, -0.11], [0.00, 1.07, 1.09], [0.28, -2.71, -0.69], [0.02, -0.15, 0.18], [0.03, -0.32, -0.21], [0.02, -0.12, -0.14], [-0.08, 0.17, -0.02]], "mulliken_spin": [0.000, 0.001, 0.000, 0.001, 0.000, 0.000, -0.003, 0.000, 0.000, 0.007, 0.000, 0.000, 0.002, 0.000, 0.000, 0.000, 0.000, 0.000, 0.000, 0.000, 0.000, 0.000, 0.000, 0.000, 0.000, 0.000, 0.000, 0.008, 0.001, 0.001, 0.000, -0.001, 0.000, 0.000, 0.001, 0.000, 0.000, 0.000, 0.966, -0.064, 0.181, -0.052, 0.031, -0.008, -0.023, -0.007, -0.010, -0.011, 0.005, 0.011, 0.011, -0.015, -0.008, -0.050, 0.113, 0.012, -0.004, 0.000, 0.000, 0.137, 0.153, -0.041, 0.051, 0.001, 0.008, 0.144, -0.114, 0.273, -0.049, 0.085, 0.197, -0.006, 0.035, 0.001, 0.030]}

---

(2)
{"formula": "C32H33F6N3O6", "method": "wB97M-V/def2-TZVPD", "lumo_ha": -0.1031, "gap_ev": 3.5, "homo_energy_ev": -6.3, "largest_force_ev_per_a": 2.06, "symbols": ["C", "N", "C", "C", "F", "F", "F", "C", "C", "C", "C", "C", "C", "C", "C", "C", "N", "C", "C", "C", "F", "F", "F", "C", "C", "C", "C", "H", "H", "H", "H", "H", "H", "H", "H", "H", "H", "H", "H", "H", "H", "H", "H", "H", "H", "H", "C", "C", "O", "C", "C", "C", "O", "O", "C", "C", "C", "C", "C", "C", "N", "O", "O", "C", "C", "O", "H", "H", "H", "H", "H", "H", "H", "H", "H", "H", "H", "H", "H", "H"], "coordinates": [[-3.15332, -6.73215, 0.28347], [-3.03256, -5.60116, 1.16413], [-4.27059, -5.11450, 1.74758], [-4.72316, -3.96321, 0.89045], [-5.89849, -3.40632, 1.27028], [-3.76072, -2.97727, 0.90835], [-4.82778, -4.35419, -0.42023], [-1.82492, -5.05286, 1.47522], [-1.56671, -4.51799, 2.76890], [-0.41899, -3.79826, 2.99367], [0.53237, -3.55302, 1.94843], [1.67120, -2.77010, 2.25371], [2.62482, -2.25231, 1.34027], [3.96463, -1.98289, 1.77354], [4.93150, -1.55268, 0.89364], [4.57688, -1.27363, -0.45404], [5.49961, -0.84759, -1.39541], [5.43200, 0.48698, -1.94395], [6.55073, -1.70154, -1.91312], [5.99133, -2.53435, -3.04095], [6.92849, -3.26223, -3.70334], [5.05160, -3.40229, -2.53566], [5.33230, -1.74938, -3.95265], [3.23516, -1.43537, -0.87853], [2.28993, -1.94334, -0.01420], [0.30131, -4.19348, 0.68127], [-0.83069, -4.95332, 0.46202], [-2.20394, -7.28657, 0.24890], [-3.93385, -7.38099, 0.69850], [-3.43824, -6.45216, -0.74449], [-4.99635, -5.93904, 1.70579], [-4.10253, -4.74451, 2.76760], [-2.28668, -4.71150, 3.57444], [-0.21944, -3.39087, 3.99026], [1.87184, -2.61593, 3.31224], [4.22238, -2.17821, 2.82129], [5.97256, -1.38237, 1.20677], [4.89393, 1.14732, -1.24345], [6.46381, 0.84110, -2.06027], [4.92620, 0.51436, -2.92518], [7.34788, -1.04558, -2.29119], [6.88775, -2.39455, -1.12632], [3.02358, -1.18633, -1.92727], [1.27351, -2.10118, -0.38305], [1.02952, -4.10860, -0.13075], [-1.04937, -5.43566, -0.50204], [-3.17715, -0.09689, 4.47056], [-1.83880, -0.33495, 5.12893], [-0.85460, 0.30652, 4.26944], [0.42168, 0.03434, 4.59813], [1.48094, 0.65449, 3.78472], [1.28237, 1.01672, 2.38244], [2.16689, 1.36900, 1.59716], [0.00754, 0.95801, 1.94433], [-0.21164, 1.55418, 0.62958], [-1.71613, 1.63741, 0.55161], [2.73811, 0.91179, 4.39524], [3.88209, 1.38246, 3.66422], [5.07610, 1.72706, 4.27267], [5.20645, 1.62688, 5.67393], [6.40555, 2.04965, 6.31531], [6.46416, 2.01264, 7.56704], [7.35908, 2.44930, 5.60624], [4.13172, 1.11941, 6.43385], [2.94796, 0.75896, 5.81068], [0.66005, -0.74209, 5.53031], [-3.97195, -0.63454, 4.99682], [-3.44830, 0.96585, 4.46980], [-3.17465, -0.44235, 3.42952], [-1.79169, 0.11947, 6.13380], [-1.60668, -1.40929, 5.18835], [0.25089, 2.55171, 0.59968], [0.23145, 0.90028, -0.14251], [-2.04338, 2.24530, -0.29314], [-2.16697, 0.64280, 0.45947], [-2.10359, 2.08941, 1.47043], [3.79444, 1.48545, 2.58908], [5.92082, 2.07801, 3.68411], [4.24891, 1.02588, 7.51092], [2.15590, 0.32588, 6.41129]], "forces_ev_per_a": [[0.12, -0.40, -0.78], [-0.12, -0.29, 0.84], [0.56, -0.35, 0.19], [0.08, 1.30, -1.01], [0.95, -0.57, -0.28], [-1.07, -0.74, 0.06], [-0.23, 0.37, 1.05], [0.32, 0.69, 0.04], [-0.11, 0.02, -0.24], [0.20, 0.01, -0.08], [-0.32, -0.17, -0.06], [0.02, -0.34, -0.23], [0.49, 0.51, -0.55], [-0.61, -0.28, 0.38], [0.21, 0.15, -0.86], [-0.90, -0.66, 0.68], [1.20, 0.13, -0.04], [-0.55, 0.36, -0.21], [-0.49, 0.37, 0.75], [-0.76, -0.49, -0.63], [-0.77, 0.56, 0.50], [0.81, 0.47, -0.61], [0.68, -0.79, 0.52], [0.48, 0.14, 0.21], [-0.06, 0.00, 0.06], [-0.17, -0.21, 0.10], [0.03, 0.02, 0.22], [-0.38, 0.14, 0.04], [0.24, -0.06, -0.25], [0.06, -0.12, 0.30], [0.00, 0.52, 0.28], [-0.41, -0.20, -0.31], [0.47, 0.25, -0.34], [-0.03, -0.08, -0.34], [-0.02, 0.12, -0.01], [-0.12, 0.19, -0.40], [-0.62, -0.11, -0.07], [0.27, -0.22, -0.31], [-0.28, 0.20, -0.03], [0.19, 0.15, 0.27], [0.01, -0.53, 0.15], [0.23, 0.22, -0.38], [-0.13, -0.18, 0.58], [0.34, 0.25, 0.27], [-0.25, -0.07, 0.46], [0.38, 0.40, 0.46], [-0.37, 0.12, -0.15], [0.27, 0.22, -0.44], [-0.47, -0.18, 0.54], [0.84, -0.59, 0.11], [-1.10, -0.28, -0.82], [0.60, 0.15, 0.35], [-0.59, -0.26, 0.01], [-0.07, 0.24, -0.76], [-0.05, -0.41, 0.77], [-0.37, -0.03, -0.15], [1.61, 0.11, 0.84], [0.03, -0.09, 0.09], [-0.11, -0.14, 0.76], [-0.97, -0.30, -0.64], [1.73, 0.56, 0.98], [-0.06, 0.04, -1.98], [-1.45, -0.62, 1.10], [0.17, 0.21, -0.50], [0.29, 0.05, -0.14], [-0.43, 0.31, -0.54], [0.11, 0.02, 0.04], [0.14, -0.19, -0.01], [0.09, 0.05, 0.18], [0.07, -0.35, -0.37], [-0.06, 0.38, 0.17], [-0.02, -0.43, -0.05], [-0.12, 0.42, 0.24], [0.03, -0.04, -0.05], [0.08, 0.14, 0.01], [0.09, -0.02, -0.16], [0.12, 0.00, 0.40], [-0.23, -0.03, 0.15], [-0.06, 0.01, -0.26], [0.26, 0.26, -0.09]], "mulliken_charge": [-1.172, 0.210, -0.981, 0.958, -0.263, -0.214, -0.280, 0.661, -0.752, -0.627, 0.412, -0.456, 0.608, -0.883, -0.591, -0.162, 0.328, -0.941, -1.068, 0.989, -0.274, -0.262, -0.274, -0.271, -0.665, -0.821, -0.452, 0.426, 0.374, 0.331, 0.369, 0.308, 0.393, 0.399, 0.389, 0.379, 0.509, 0.292, 0.376, 0.288, 0.393, 0.319, 0.479, 0.819, 0.724, 0.493, -1.156, -0.034, -0.284, 0.018, -0.020, 0.528, -0.792, -0.002, -0.119, -1.091, 0.983, -0.358, -0.688, -0.217, 0.949, -0.632, -0.634, -0.655, -0.703, -0.751, 0.426, 0.298, 0.207, 0.252, 0.159, 0.309, 0.142, 0.415, 0.158, 0.271, 0.844, 0.457, 0.439, 0.462]}